Entry from OMol25: a 14-piece molecular cluster, C4H38N2O14 overall (ωB97M-V with the def2-TZVPD basis set).

Structure (XYZ):
```
58
Properties=species:S:1:pos:R:3:forces:R:3
N 2.746470 0.388263 -3.226601 -0.85 0.11 0.06
C 2.262852 -0.964902 -2.798658 1.63 0.24 -2.21
C 2.362320 -1.229002 -1.344712 -0.36 -1.10 2.73
N 2.047458 -0.150161 -0.390778 -0.19 0.68 0.05
C 1.208252 -0.533830 0.765452 0.02 -0.01 -0.12
C 0.708283 0.734399 1.521050 0.80 0.16 -2.23
O -0.628696 1.105980 1.063317 0.65 -0.99 1.67
H 3.041917 0.304163 -4.195797 -0.03 0.26 0.23
H 3.553679 0.698810 -2.693294 -0.08 -0.37 -0.01
H 2.927134 -1.629948 -3.372400 0.06 -0.59 0.81
H 1.325602 -1.251229 -3.289886 -0.46 0.84 0.66
H 1.690486 -2.055717 -1.081207 -0.19 -0.16 -0.46
H 3.323396 -1.636749 -0.986266 0.19 0.22 -0.83
H 1.607370 0.651617 -0.851458 0.06 -0.20 0.09
H 0.369365 -1.147109 0.426001 -0.47 0.12 0.07
H 1.730568 -1.214531 1.449062 0.35 0.26 -0.04
H 0.802412 0.683770 2.603301 -0.36 -0.14 0.02
H 1.346039 1.549510 1.136203 -0.02 -0.22 0.43
H -1.157712 0.687828 1.756509 -0.77 0.10 -0.40
H 0.592776 4.895957 -0.388011 0.81 -0.14 0.55
H 2.192581 4.528048 -0.255290 -1.08 0.27 0.00
O 1.397443 4.570271 -0.823909 0.77 0.43 -0.65
H -3.323156 -2.502546 0.967841 -0.61 -0.15 0.66
H -4.652386 -1.837145 1.463676 0.58 0.14 0.06
O -3.821832 -2.241344 1.773059 0.19 -0.47 -0.32
H 4.194453 1.733084 0.485889 0.07 0.46 0.44
H 3.784033 2.380984 -0.758026 -0.38 0.32 -0.49
O 3.755374 2.546511 0.184407 0.36 -0.38 -0.01
H -2.651707 -4.856335 0.336011 -0.31 0.28 -0.12
H -1.522739 -4.006889 0.883642 -0.38 0.40 -0.13
O -2.370204 -3.933162 0.391719 0.56 -1.19 -0.24
H -3.589672 -0.407227 3.596467 -0.16 0.57 0.26
H -2.951910 -1.634706 3.228924 0.05 0.57 0.53
O -2.806645 -0.890899 3.867770 0.05 -0.75 -0.67
H 0.807751 3.003927 -1.000571 0.43 -0.22 -1.03
H 1.187873 2.170846 -2.350966 0.28 0.43 0.02
O 0.713460 2.163362 -1.516149 -0.90 -0.76 0.52
H -2.266101 -3.123341 -1.220740 0.41 1.05 -0.42
H -1.879976 -1.655736 -1.998411 -0.45 -1.40 0.56
O -1.895573 -2.651529 -1.995795 0.15 -0.11 -0.34
H -1.616864 1.802005 -0.335722 -1.11 0.05 -0.74
H -2.141079 1.804882 -1.781913 -0.42 0.08 0.65
O -2.454069 1.879765 -0.863178 0.82 0.49 0.56
H -4.345275 0.083007 0.062227 -0.12 -0.15 0.13
H -5.716922 0.343742 0.676222 -0.19 0.12 -0.03
O -5.070550 -0.351391 0.544678 0.03 0.57 -0.42
H 4.598436 -0.414025 1.955784 -0.18 -0.10 -0.14
H 3.486771 0.622269 1.625682 0.00 -0.52 0.07
O 4.298969 0.480379 2.133331 -0.02 0.38 0.02
H 0.603967 3.494727 1.598134 -0.19 0.35 -0.16
H -0.696633 2.946294 1.087494 0.09 0.37 -0.03
O -0.170915 3.768859 1.082843 -0.16 -0.37 0.68
H -0.555639 -3.784225 3.169224 -0.25 0.40 -0.50
H -1.599918 -2.803972 2.555614 0.20 -0.20 0.09
O -0.818152 -3.335231 2.344300 0.48 -0.11 0.77
H -1.312965 0.059557 -3.189563 -0.06 -0.23 0.01
H -0.968409 0.229722 -1.721401 -0.02 0.01 0.05
O -1.681816 -0.069675 -2.305152 0.70 0.28 -0.68
```
Positions in Å, forces in eV/Å.

Properties
HOMO level in eV: -8.882
Spin multiplicity: 1
Charge: 0
Energy above the lowest of the compared OMol25 structures with the same formula, charge and spin in kcal/mol: 74.2